# C11H25Cl6NO4

A cluster of 5 separate species, C11H25Cl6NO4 in total at a distorted geometry (ωB97M-V with the def2-TZVPD basis set, OMol25).

The geometry in XYZ format:
```
47
Properties=species:S:1:pos:R:3:forces:R:3
C 3.047 0.819 -0.537 0.0 -0.1 -1.1
O 3.923 1.652 0.203 -0.5 -1.6 0.4
C 3.786 1.370 1.597 0.6 0.5 0.9
C 4.160 -0.056 2.122 -0.9 -0.2 -1.6
C 3.922 -0.246 3.606 -0.8 0.7 -0.5
N 5.478 -0.411 1.712 0.8 -0.5 0.1
H 3.303 -0.237 -0.619 0.6 -0.2 0.5
H 3.084 1.131 -1.581 -0.2 0.4 0.1
H 2.017 0.809 -0.180 -0.1 0.5 0.2
H 4.508 2.047 2.054 0.0 0.2 0.2
H 2.792 1.688 1.912 -0.3 -0.2 0.1
H 3.533 -0.759 1.573 -0.4 -0.1 0.1
H 4.341 -1.145 4.057 0.5 0.2 -0.3
H 2.846 -0.371 3.726 -0.1 0.4 0.3
H 4.248 0.688 4.063 0.0 -0.2 0.7
H 5.526 -0.365 0.704 0.4 0.2 0.0
H 6.153 0.211 2.132 0.3 0.1 -0.2
C -4.470 -4.067 -2.555 1.0 -0.8 0.2
C -3.329 -3.489 -3.354 0.9 0.3 -0.5
O -2.814 -4.491 -4.283 -0.3 -0.4 -0.7
C -1.816 -4.297 -5.176 1.1 4.0 1.2
O -1.079 -3.301 -5.255 -1.6 -1.8 0.5
O -1.740 -5.307 -5.971 -2.5 -1.7 1.5
C -0.767 -5.481 -6.897 1.4 0.1 -2.0
H -4.690 -3.368 -1.749 -0.4 0.1 -0.2
H -4.099 -4.963 -2.057 -0.2 -0.2 0.0
H -5.321 -4.345 -3.178 0.0 0.3 0.2
H -2.472 -3.207 -2.742 -0.2 0.1 0.2
H -3.700 -2.589 -3.845 0.4 -0.1 -0.6
H -0.959 -6.470 -7.312 0.4 0.0 0.1
H 0.246 -5.372 -6.509 -0.1 -0.1 0.2
H -0.890 -4.767 -7.712 0.1 0.2 -0.1
Cl -3.104 7.701 -4.553 -0.2 0.4 -0.3
C -2.412 6.107 -4.293 0.8 0.4 -0.3
Cl -3.000 5.445 -2.803 -0.4 -0.7 0.6
H -2.625 5.473 -5.154 -0.1 0.0 0.3
H -1.341 6.260 -4.159 -0.1 -0.2 -0.3
Cl -2.820 1.348 2.875 -0.3 0.2 -0.3
C -3.822 2.745 3.331 0.3 0.0 0.3
Cl -4.666 2.361 4.866 0.2 0.5 -0.5
H -3.125 3.576 3.443 -0.2 -0.1 0.5
H -4.541 3.034 2.564 0.0 -0.6 0.1
Cl 0.883 3.630 7.700 0.0 -0.6 0.5
C 0.586 2.753 9.275 0.1 1.0 -1.1
Cl -0.476 3.836 10.232 0.5 -0.9 0.0
H 0.119 1.801 9.024 -0.2 0.3 0.3
H 1.577 2.616 9.707 -0.4 0.2 0.3
```
Forces are in eV/Å.

Summary:
HOMO: -9.009 eV
2S+1: 1
structure (SMILES): COC[C@H](C)N.CCOC(=O)OC.ClCCl.ClCCl.ClCCl

***

# C11H15Br16F3N5

A structure of composition C11H15Br16F3N5 at a distorted geometry (ωB97M-V with the def2-TZVPD basis set, OMol25).

The geometry in XYZ format:
```
50
Properties=species:S:1:pos:R:3:forces:R:3
C 3.717 -2.590 -0.724 0.5 0.2 0.4
C 4.880 -1.593 -0.634 -0.7 0.5 0.3
Br 6.612 -2.368 -1.036 -0.3 0.1 -0.2
C 4.620 -0.283 -1.442 0.2 -1.1 0.3
N 3.739 0.564 -0.641 0.5 0.0 -0.9
N 4.329 1.387 0.333 -0.3 0.1 0.7
C 2.434 0.567 -0.745 -0.5 -0.3 1.5
N 1.605 1.334 0.038 -0.1 -1.2 -0.6
C 0.401 0.990 -0.372 0.1 0.5 0.8
C -0.815 1.651 0.312 0.7 -0.8 -0.2
F -1.582 2.208 -0.626 -0.1 0.1 0.4
F -0.370 2.544 1.177 -0.3 0.2 -0.4
F -1.495 0.724 0.993 -0.4 0.4 -0.3
N 0.387 0.080 -1.358 -0.5 0.8 1.1
N 1.697 -0.194 -1.590 0.8 -0.9 0.2
H 4.022 -3.505 -0.210 -0.2 0.0 -0.3
H 3.407 -2.806 -1.752 0.2 -0.1 0.1
H 2.881 -2.176 -0.147 0.0 -0.1 -0.2
H 4.916 -1.271 0.412 0.4 -0.2 -0.1
H 5.572 0.214 -1.637 -0.3 0.3 0.1
H 4.168 -0.531 -2.409 0.0 0.2 0.1
H 5.337 1.343 0.267 -0.1 0.0 -0.2
H 3.994 2.342 0.243 0.1 -0.1 -0.1
H -0.418 -0.316 -1.832 0.1 -0.1 -0.2
H 2.049 -0.849 -2.270 -0.4 -0.1 -0.1
C -4.147 2.900 2.212 0.1 0.0 0.0
Br -4.998 4.263 1.151 0.0 0.1 0.2
Br -2.978 3.645 3.548 -0.1 0.0 -0.1
Br -5.426 1.681 2.981 0.0 0.0 -0.1
H -3.530 2.323 1.537 0.0 0.0 0.0
C 1.988 3.747 -3.852 -0.2 0.2 -0.2
Br 2.001 2.175 -2.722 0.4 1.7 -1.9
Br 2.658 3.361 -5.611 -0.1 0.0 0.2
Br 0.222 4.510 -3.878 0.1 0.0 0.0
H 2.650 4.479 -3.410 0.0 -0.1 0.1
C -1.631 -2.973 2.230 -0.1 -0.1 0.2
Br -0.386 -2.065 1.061 0.2 -0.3 0.0
Br -1.053 -2.951 4.060 0.0 0.1 -0.1
Br -3.397 -2.240 2.019 0.0 0.1 0.0
H -1.669 -4.008 1.919 0.0 0.0 -0.1
C -5.008 -4.154 4.926 0.0 0.0 0.1
Br -6.889 -3.982 4.552 0.1 0.0 0.0
Br -4.568 -3.527 6.692 0.0 0.0 -0.1
Br -4.381 -5.952 4.629 0.0 0.1 0.0
H -4.487 -3.521 4.224 0.0 0.0 0.0
C -4.312 0.928 -2.582 0.0 0.3 0.1
Br -3.015 -0.511 -2.582 0.0 -0.1 0.0
Br -4.842 1.382 -0.790 0.0 -0.2 -0.3
Br -3.698 2.466 -3.574 0.0 -0.2 0.2
H -5.190 0.556 -3.091 0.1 -0.1 0.0
```
Forces are in eV/Å.

Summary:
HOMO: -11.692 eV
charge: +1
2S+1: 1

***

# C3H10N3

A cluster of 2 separate species, C3H10N3 in total at a distorted geometry (ωB97M-V with the def2-TZVPD basis set, OMol25).

The geometry in XYZ format:
```
16
Properties=species:S:1:pos:R:3:forces:R:3
N 0.121 -0.320 0.254 1.1 0.4 -0.3
C -0.878 -0.589 1.045 -1.3 -1.3 0.8
N -0.958 -0.074 2.276 0.1 -0.2 0.4
N -1.845 -1.431 0.660 -0.9 -0.1 0.5
H 0.099 -0.524 -0.746 0.1 0.0 0.5
H 0.932 0.202 0.606 -0.7 -0.4 -0.4
H -1.524 -0.560 2.968 0.1 0.2 -0.4
H -0.114 0.309 2.661 0.1 0.4 0.1
H -2.676 -1.641 1.228 0.8 0.5 -0.2
H -1.698 -2.110 -0.056 0.3 0.0 -0.6
C 1.566 1.240 -1.566 0.8 1.1 -1.6
C 2.054 1.332 -2.847 -0.9 -0.8 2.0
H 2.192 1.083 -0.674 0.3 -0.5 -0.9
H 0.566 1.539 -1.243 0.2 0.4 -0.8
H 3.006 0.917 -3.128 0.6 0.2 0.5
H 1.539 1.673 -3.737 -0.7 0.0 0.4
```
Forces are in eV/Å.

Summary:
HOMO: -13.392 eV
charge: +1
2S+1: 1

***

Ordered Kohn-Sham gap results: 0.343, 0.311, 0.369; unit Ha.
Ordered LUMO energy results: 0.3136, -3.2231, -3.3478; unit eV.